a) 27
Properties=species:S:1:pos:R:3:nbo_charge:R:1 method="wB97M-V/def2-TZVPD" smiles="CC1=[N+]([O-])[C@@H](C)COc2ccccc21" homo_lumo_gap_ha="0.2834 / 0.2869"
C -2.927 -1.098 -0.319 -0.256
C -3.278 0.240 -0.176 -0.191
C -1.630 -1.492 -0.098 -0.114
C -2.315 1.142 0.211 -0.251
C -0.599 -0.582 0.239 -0.218
C -0.991 0.761 0.432 0.320
C 0.715 -1.132 0.315 0.158
C 1.148 1.673 1.051 -0.066
C 1.900 1.111 -0.167 -0.119
C 1.051 -2.548 0.575 -0.686
C 1.280 1.533 -1.497 -0.611
N 1.980 -0.323 -0.032 0.111
O 3.102 -0.886 -0.056 -0.468
O -0.225 1.810 0.845 -0.488
H -3.669 -1.825 -0.613 0.216
H -4.286 0.575 -0.361 0.217
H -1.372 -2.531 -0.233 0.207
H -2.550 2.185 0.363 0.226
H 1.358 1.034 1.922 0.190
H 1.491 2.687 1.274 0.203
H 2.937 1.458 -0.128 0.239
H 0.923 -3.168 -0.311 0.224
H 0.449 -2.952 1.386 0.224
H 2.106 -2.593 0.855 0.265
H 1.260 2.619 -1.560 0.220
H 0.266 1.157 -1.596 0.223
H 1.875 1.146 -2.321 0.226

b) 27
Properties=species:S:1:pos:R:3:nbo_charge:R:1 method="wB97M-V/def2-TZVPD" homo_lumo_gap_ha="0.3416 / 0.2203"
C 4.248 -1.260 0.580 0.219
C 1.847 -1.402 0.521 0.456
C -0.660 -0.230 2.019 -0.488
C -0.592 -1.326 0.903 -0.388
C 1.786 1.284 -0.439 -0.059
C -0.109 0.992 1.408 -0.107
C 2.993 -0.580 0.340 0.203
C 0.549 -0.889 -0.035 -0.153
C 0.475 0.637 0.031 -0.141
C 0.444 -1.532 -1.422 -0.605
C -0.634 1.272 -0.753 -0.637
N 5.287 -1.763 0.592 -0.251
O 1.910 -2.543 0.997 -0.513
O 2.938 0.735 0.157 -0.416
H -1.536 -0.227 2.647 0.232
H 0.125 -0.454 2.770 0.223
H -0.531 -2.399 1.287 0.248
H -1.515 -1.355 0.405 0.202
H 1.693 1.039 -1.536 0.186
H 1.695 2.335 -0.201 0.217
H -0.012 1.920 1.970 0.205
H 0.747 -0.728 -2.097 0.205
H -0.643 -1.831 -1.620 0.228
H 1.110 -2.537 -1.471 0.248
H -0.925 2.371 -0.488 0.239
H -1.693 0.870 -0.499 0.239
H -0.521 1.223 -1.867 0.208

Quick one: most stable of them? a)

a) 18
Properties=species:S:1:pos:R:3:nbo_charge:R:1 method="wB97M-V/def2-TZVPD" smiles=CCO.CCS homo_lumo_gap_ha=0.3607
C -4.002 -0.270 1.121 -0.611
C -2.631 -0.889 0.821 -0.508
S -2.587 -1.846 -0.718 -0.046
H -3.870 0.488 1.882 0.213
H -4.732 -1.029 1.375 0.206
H -4.323 0.255 0.220 0.210
H -1.957 -0.061 0.652 0.216
H -2.308 -1.499 1.657 0.208
H -3.824 -2.353 -0.614 0.112
C 3.347 0.138 -0.897 -0.064
O 3.013 -0.308 0.431 -0.714
C 3.323 1.641 -1.018 -0.634
H 4.338 -0.235 -1.136 0.155
H 2.630 -0.309 -1.574 0.179
H 3.601 0.216 0.998 0.455
H 2.325 2.035 -0.842 0.212
H 4.022 2.115 -0.337 0.197
H 3.633 1.911 -2.022 0.214

b) 18
Properties=species:S:1:pos:R:3:nbo_charge:R:1 method="wB97M-V/def2-TZVPD" smiles=CCO.CCS homo_lumo_gap_ha=0.3717
C -4.300 1.063 -4.130 -0.636
C -3.583 0.564 -5.385 -0.517
S -1.821 0.951 -5.537 -0.042
H -3.557 1.348 -3.379 0.223
H -5.170 0.450 -3.917 0.222
H -4.636 2.081 -4.327 0.211
H -3.636 -0.496 -5.497 0.206
H -4.095 0.945 -6.272 0.220
H -1.428 0.369 -4.399 0.113
C 3.516 -0.328 5.211 -0.062
O 4.925 -0.019 5.203 -0.724
C 3.156 -1.621 4.457 -0.648
H 3.155 -0.295 6.232 0.179
H 3.091 0.482 4.668 0.155
H 5.152 0.278 4.308 0.461
H 2.450 -1.441 3.663 0.207
H 4.006 -2.026 3.911 0.219
H 2.775 -2.305 5.191 0.213

Quick one: most stable of them? a)

a) 10
Properties=species:S:1:pos:R:3:nbo_charge:R:1 method="wB97M-V/def2-TZVPD" homo_lumo_gap_ha=0.3456
C -0.593 0.775 1.347 1.033
O 0.953 0.193 2.051 -0.499
O 0.587 1.371 1.461 -0.317
O -1.478 0.652 2.294 -0.620
O -0.854 0.184 0.241 -0.780
Si 0.262 -0.531 -0.783 1.168
H -1.203 1.066 3.112 0.519
H 1.574 -0.586 -0.143 -0.116
H -0.042 0.109 -2.020 -0.196
H -0.501 -1.743 -0.995 -0.193

b) 10
Properties=species:S:1:pos:R:3:nbo_charge:R:1 method="wB97M-V/def2-TZVPD" homo_lumo_gap_ha=0.2718
C 0.666 2.512 1.982 0.059
O 0.293 1.248 2.205 -0.646
O -0.586 -0.698 -2.646 -1.114
O -0.069 -0.653 0.179 -1.221
O -1.855 -2.376 -1.091 -1.070
Si -0.733 -1.211 -1.075 2.374
H 0.418 3.187 2.929 0.058
H 0.298 -0.730 -3.083 0.528
H 0.611 0.767 1.461 0.522
H -2.254 -2.416 -1.971 0.511

c) 10
Properties=species:S:1:pos:R:3:nbo_charge:R:1 method="wB97M-V/def2-TZVPD" smiles="O=C[Si](O)(O)O" homo_lumo_gap_ha=0.3405
C -1.753 -0.225 0.615 0.055
O -2.536 -0.428 -0.266 -0.514
O 0.394 -1.066 -1.076 -1.075
O 0.192 1.634 -0.726 -1.130
O 1.070 0.171 1.228 -1.072
Si 0.090 0.168 -0.069 2.110
H -2.021 -0.046 1.595 0.116
H 1.263 -1.207 -1.307 0.491
H -0.220 2.043 -1.519 0.534
H 1.815 0.683 0.963 0.484

Quick one: most stable of them? c)

a) 15
Properties=species:S:1:pos:R:3:mulliken_spin:R:1 method="wB97M-V/def2-TZVPD" spin_multiplicity=2 homo_lumo_gap_ha="0.4278 / 0.2503"
C 1.291 -0.203 -1.889 0.001
C 2.539 -0.535 -1.058 0.000
H 0.494 -0.331 -1.141 -0.001
H 1.383 0.733 -2.438 0.000
H 1.094 -0.953 -2.660 0.000
H 3.444 -0.756 -1.623 0.000
H 2.345 -1.371 -0.385 0.000
H 2.737 0.366 -0.468 0.000
C -2.166 1.078 1.275 0.263
C -2.255 -0.358 2.089 -0.048
O -2.130 -0.138 3.298 0.593
O -2.483 -1.393 1.464 0.187
H -3.086 1.629 1.387 -0.006
H -1.879 0.839 0.253 0.017
H -1.329 1.394 1.896 -0.005

b) 15
Properties=species:S:1:pos:R:3:mulliken_spin:R:1 method="wB97M-V/def2-TZVPD" spin_multiplicity=2 homo_lumo_gap_ha="0.4345 / 0.2814"
C -0.618 -1.711 -0.985 -0.001
C -0.391 -1.874 -2.470 0.000
H -0.872 -2.481 -0.278 0.000
H 0.255 -1.165 -0.507 0.000
H -1.337 -0.901 -0.847 0.000
H 0.559 -2.185 -2.887 0.000
H -1.138 -2.611 -2.805 0.000
H -0.722 -0.951 -2.945 0.000
C 1.557 0.486 0.896 0.019
C 0.179 1.209 0.950 -0.023
O -0.320 0.976 2.111 0.898
O -0.512 1.593 0.026 0.086
H 1.437 -0.586 0.726 -0.002
H 1.860 0.610 1.945 0.008
H 2.215 0.907 0.142 0.016

Quick one: most stable of them? a)

a) 23
Properties=species:S:1:pos:R:3:nbo_charge:R:1 method="wB97M-V/def2-TZVPD" homo_lumo_gap_ha="0.2163 / 0.2166"
C -0.895 -2.862 0.128 -0.243
C 0.122 -2.178 -0.342 -0.212
C -1.982 -2.171 0.644 -0.065
C 0.281 -0.751 -0.262 -0.026
C -0.964 -0.190 0.029 0.171
C -2.353 1.392 -0.657 0.972
C 2.108 1.173 -0.411 -0.453
C 2.927 -0.093 -0.551 -0.411
C 1.483 -0.083 -0.122 -0.176
C -0.818 2.385 0.879 -0.414
N -2.013 -0.871 0.487 -0.428
N -1.267 1.255 0.007 -0.409
O -3.162 1.687 -1.453 -0.396
H -0.769 -3.910 0.112 0.216
H 0.974 -2.755 -0.785 0.208
H -2.851 -2.807 1.123 0.190
H 2.451 1.771 0.506 0.183
H 2.047 1.925 -1.233 0.207
H 3.178 -0.549 -1.381 0.196
H 3.683 -0.241 0.195 0.195
H -0.884 3.277 0.300 0.212
H -1.549 2.473 1.664 0.217
H 0.251 2.123 1.126 0.265

b) 23
Properties=species:S:1:pos:R:3:nbo_charge:R:1 method="wB97M-V/def2-TZVPD" smiles="O=C[C@]1(n2ccnc2)C=CC=CC1" homo_lumo_gap_ha=0.3263
C 2.769 0.049 2.034 -0.092
C 1.438 0.347 1.998 -0.129
C 2.150 -0.266 0.028 0.152
C -1.756 -0.832 -2.177 -0.267
C -0.858 0.285 -2.353 -0.176
C -1.906 -1.404 -0.984 -0.109
C -0.208 0.829 -1.325 -0.210
C -0.936 1.467 0.938 0.449
C -1.170 -0.960 0.235 -0.478
C -0.385 0.345 0.071 0.002
N 3.195 -0.334 0.800 -0.452
N 1.053 0.139 0.706 -0.339
O -1.824 1.348 1.732 -0.496
H 3.443 0.075 2.868 0.208
H 0.761 0.675 2.761 0.225
H 2.129 -0.501 -1.018 0.203
H -2.294 -1.189 -3.041 0.219
H -0.723 0.677 -3.350 0.221
H -2.555 -2.257 -0.848 0.212
H 0.453 1.674 -1.455 0.223
H -0.410 2.425 0.786 0.126
H -1.877 -0.827 1.063 0.258
H -0.489 -1.766 0.531 0.249

Quick one: most stable of them? b)

a) 16
Properties=species:S:1:pos:R:3:nbo_charge:R:1 method="wB97M-V/def2-TZVPD" total_charge=-1 homo_lumo_gap_ha=0.3053
O 0.633 -2.335 0.331 -0.796
C -0.163 -1.820 -0.485 0.759
O -0.339 -0.585 -0.679 -0.806
C -1.024 -2.753 -1.352 -0.731
H -1.893 -2.184 -1.691 0.202
H -0.415 -3.115 -2.187 0.200
H -1.377 -3.616 -0.784 0.194
C 0.175 2.592 1.111 -0.019
C -0.098 2.700 -0.203 -0.501
C 1.391 0.605 1.308 0.048
N 1.218 1.837 1.619 -0.499
H -0.457 3.112 1.830 0.171
H 0.168 1.940 -0.921 0.233
H -0.789 3.486 -0.498 0.175
H 2.418 0.226 1.282 0.152
H 0.553 -0.091 1.321 0.217

b) 16
Properties=species:S:1:pos:R:3:nbo_charge:R:1 method="wB97M-V/def2-TZVPD" smiles="C=C(N)CCC(=O)[O-]" total_charge=-1 homo_lumo_gap_ha=0.2939
O -1.028 -2.235 0.704 -0.813
C -1.041 -2.126 -0.544 0.772
O -1.331 -2.952 -1.429 -0.771
C -0.597 -0.705 -1.040 -0.517
C 0.675 -0.247 -0.337 -0.466
C 0.553 0.964 0.522 0.225
C 0.948 2.187 0.172 -0.526
N 0.020 0.733 1.826 -0.853
H -0.476 -0.669 -2.128 0.198
H -1.450 -0.061 -0.791 0.196
H 1.507 -0.156 -1.043 0.197
H 1.046 -1.053 0.280 0.231
H 1.262 2.404 -0.843 0.185
H 0.954 3.029 0.846 0.184
H -0.900 1.153 1.876 0.362
H -0.142 -0.266 1.929 0.397

Quick one: most stable of them? b)

a) 16
Properties=species:S:1:pos:R:3:nbo_charge:R:1 method="wB97M-V/def2-TZVPD" smiles="C=CCCNC(=O)[O-]" total_charge=-1 homo_lumo_gap_ha=0.2809
C -0.196 -0.062 -0.991 -0.171
C -0.089 0.369 0.466 -0.481
C 0.793 1.582 0.586 -0.141
C 1.648 1.775 1.571 -0.429
N -1.039 -1.186 -1.270 -0.718
C -1.138 -2.420 -0.522 0.874
O -0.481 -2.461 0.534 -0.806
O -1.936 -3.249 -1.022 -0.808
H -0.601 0.778 -1.572 0.155
H 0.828 -0.128 -1.397 0.144
H 0.352 -0.467 0.990 0.259
H -1.104 0.486 0.840 0.210
H 0.574 2.346 -0.165 0.174
H 2.248 2.665 1.681 0.179
H 1.811 0.991 2.307 0.191
H -1.669 -1.018 -2.035 0.369

b) 16
Properties=species:S:1:pos:R:3:nbo_charge:R:1 method="wB97M-V/def2-TZVPD" total_charge=-1 homo_lumo_gap_ha=0.1915
O 3.102 -2.166 0.041 -0.652
C 1.881 -2.168 -0.061 0.344
O -2.286 -1.852 1.896 -1.374
C 1.027 -2.197 -1.176 -0.520
C 0.804 -1.922 0.864 -0.160
C -0.288 2.593 -0.130 -0.029
C -1.038 4.136 -0.714 -0.078
N 0.001 3.908 -0.034 -0.514
H 1.505 -2.236 -2.152 0.218
H 0.013 -2.558 -1.149 0.231
H -0.246 -2.260 0.946 0.312
H 0.634 -0.866 1.118 0.202
H -0.928 2.137 0.631 0.216
H 0.046 2.001 -0.977 0.201
H -1.000 5.134 -1.157 0.203
H -3.229 -1.685 2.054 0.402

Quick one: most stable of them? a)

a) 71
Properties=species:S:1:pos:R:3:nbo_charge:R:1 method="wB97M-V/def2-TZVPD" smiles="CC(=O)Nc1ccc2c(c1)OCCOCCOc1cc(NC(C)=O)ccc1OCCOCCOCCO2" homo_lumo_gap_ha=0.3062
C 5.049 1.537 1.472 -0.723
C 3.897 0.570 1.642 0.698
O 4.062 -0.623 1.798 -0.640
N 2.684 1.181 1.574 -0.622
C 1.400 0.632 1.699 0.220
C 0.316 1.507 1.595 -0.363
C -0.981 1.045 1.718 0.340
C -1.211 -0.332 1.924 0.227
C -0.126 -1.185 2.026 -0.251
C 1.173 -0.714 1.927 -0.280
H 2.003 -1.391 2.018 0.254
H -0.280 -2.240 2.183 0.221
O -2.519 -0.714 2.013 -0.508
C -2.824 -2.068 1.751 -0.101
C -4.347 -2.234 1.683 -0.072
O -4.938 -1.877 0.461 -0.541
C -5.297 -0.519 0.296 -0.095
C -4.245 0.357 -0.402 -0.111
O -4.323 0.294 -1.814 -0.541
C -3.741 -0.857 -2.383 -0.093
C -2.215 -0.760 -2.502 -0.096
O -1.626 -1.201 -1.286 -0.549
C -0.254 -1.313 -1.268 0.292
C 0.281 -2.539 -0.900 -0.237
C 1.642 -2.721 -0.766 -0.259
C 2.507 -1.668 -1.038 0.160
C 1.986 -0.444 -1.442 -0.298
C 0.618 -0.243 -1.531 0.254
O 0.062 0.965 -1.851 -0.520
C 0.915 2.091 -1.916 -0.089
C 0.073 3.373 -1.928 -0.078
O -0.478 3.676 -0.670 -0.549
C -1.719 3.037 -0.417 -0.115
C -2.033 3.102 1.084 -0.085
H -3.025 3.526 1.254 0.200
H -1.292 3.744 1.575 0.185
O -2.101 1.828 1.680 -0.501
H -2.505 3.534 -1.003 0.177
H -1.676 1.986 -0.721 0.211
H 0.731 4.210 -2.179 0.196
H -0.714 3.295 -2.688 0.178
H 1.526 2.052 -2.828 0.185
H 1.575 2.114 -1.042 0.185
H 2.677 0.349 -1.664 0.259
N 3.878 -1.870 -0.880 -0.595
C 4.891 -0.964 -0.960 0.709
O 4.769 0.176 -1.359 -0.639
C 6.212 -1.537 -0.501 -0.719
H 7.011 -0.839 -0.734 0.236
H 6.163 -1.677 0.578 0.251
H 6.412 -2.493 -0.977 0.221
H 4.116 -2.764 -0.474 0.399
H 2.031 -3.678 -0.450 0.208
H -0.401 -3.351 -0.700 0.224
H -1.932 0.276 -2.720 0.197
H -1.869 -1.402 -3.323 0.174
H -4.005 -1.752 -1.809 0.196
H -4.166 -0.929 -3.387 0.190
H -3.247 0.089 -0.053 0.207
H -4.443 1.402 -0.153 0.184
H -5.531 -0.077 1.272 0.173
H -6.203 -0.525 -0.320 0.193
H -4.796 -1.667 2.510 0.175
H -4.576 -3.297 1.811 0.189
H -2.375 -2.377 0.799 0.200
H -2.446 -2.709 2.561 0.171
H 0.499 2.553 1.401 0.222
H 2.692 2.180 1.416 0.396
H 4.848 2.495 1.945 0.213
H 5.949 1.100 1.895 0.236
H 5.209 1.685 0.405 0.263

b) 71
Properties=species:S:1:pos:R:3:nbo_charge:R:1 method="wB97M-V/def2-TZVPD" homo_lumo_gap_ha=0.2644
C -0.226 1.452 5.688 -0.665
C -0.889 1.677 4.270 0.711
O -1.319 2.652 3.896 -0.591
N -0.918 0.530 3.673 -0.646
C -1.378 0.481 2.437 0.169
C -1.926 1.320 1.676 -0.353
C -2.439 1.034 0.411 0.265
C -2.165 -0.248 -0.140 0.279
C -1.760 -1.293 0.720 -0.369
C -1.428 -1.005 1.919 -0.158
H -0.965 -2.044 2.610 0.191
H -1.711 -2.376 0.420 0.222
O -2.787 -0.230 -1.431 -0.560
C -2.712 -1.796 -2.085 -0.101
C -1.224 -1.984 -2.535 -0.092
O -1.107 -1.552 -3.727 -0.532
C -1.208 0.026 -3.850 -0.135
C -0.396 0.448 -5.007 -0.106
O 0.960 1.155 -4.818 -0.521
C 1.975 0.368 -4.533 -0.084
C 2.135 -0.497 -3.361 -0.040
O 1.798 -0.035 -2.091 -0.486
C 1.866 -0.698 -1.033 0.247
C 1.895 -2.098 -0.935 -0.250
C 2.295 -2.661 0.193 -0.314
C 1.849 -1.989 1.320 0.145
C 1.561 -0.455 1.397 -0.171
C 1.777 0.003 0.141 0.225
O 1.371 1.407 0.452 -0.534
C 1.588 2.387 -0.703 -0.125
C 0.525 2.535 -1.577 -0.117
O -0.146 3.903 -1.253 -0.545
C -0.970 3.798 -0.122 -0.094
C -2.480 3.469 -0.213 -0.063
H -2.918 3.934 -1.053 0.191
H -2.905 3.410 0.599 0.166
O -2.436 2.085 -0.611 -0.532
H -0.666 3.097 0.677 0.189
H -1.003 4.840 0.234 0.175
H 0.702 2.471 -2.511 0.195
H -0.435 1.733 -1.486 0.230
H 2.382 1.913 -1.157 0.193
H 1.842 3.338 -0.052 0.234
H 1.440 0.039 2.365 0.297
N 1.969 -2.772 2.681 -0.544
C 1.597 -2.325 3.722 0.635
O 1.174 -1.226 4.167 -0.699
C 1.712 -3.443 4.715 -0.678
H 2.992 -3.933 4.739 0.192
H 1.630 -3.316 5.964 0.247
H 1.222 -4.385 4.556 0.222
H 2.188 -3.721 2.393 0.423
H 2.243 -3.702 -0.006 0.227
H 2.017 -2.481 -1.963 0.223
H 2.898 -1.047 -3.529 0.185
H 1.150 -1.481 -3.632 0.121
H 2.312 0.021 -5.449 0.195
H 2.767 1.193 -4.292 0.170
H -0.892 1.067 -5.642 0.205
H -0.298 -0.526 -5.857 0.184
H -0.607 0.461 -2.975 0.229
H -2.204 0.190 -3.931 0.216
H -1.192 -3.111 -2.752 0.184
H -0.692 -1.811 -1.634 0.194
H -3.193 -2.419 -1.396 0.189
H -3.480 -1.587 -2.940 0.204
H -1.947 2.331 2.019 0.258
H -0.426 -0.452 4.039 0.480
H 0.682 0.968 5.741 0.224
H -0.262 2.200 6.093 0.169
H -0.805 0.766 6.354 0.204

Quick one: most stable of them? a)